Formula: C40H60CdGeN4P3S
Source: the Open Molecules 2025 dataset
Level of theory: ωB97M-V/def2-TZVPD

Cartesian coordinates (Å):
Cd1 0.2465 0.3852 0.0398
C1 0.0725 4.6633 0.2343
C2 -0.1570 3.7633 1.4514
C3 -0.5572 4.5682 2.6858
P1 -1.2581 2.3512 0.9367
C4 -1.6636 1.5854 2.5654
N1 -2.2830 0.2827 2.4603
Ge1 -1.3898 -1.1755 1.3258
N2 -0.4137 -2.6144 2.2395
C5 0.9946 -2.8737 2.0077
P2 2.0050 -1.4751 1.3523
C6 2.1930 -0.3472 2.8398
C7 2.0343 -0.9884 4.2159
C8 3.4869 0.4624 2.7176
C9 3.6580 -2.3324 1.1434
C10 4.2324 -3.0812 2.3443
C11 3.5907 -3.2503 -0.0831
C12 -1.1536 -3.7333 2.5648
C13 -0.6169 -4.9883 2.8709
C14 -1.4514 -6.0677 3.1190
C15 -2.8269 -5.9337 3.0312
C16 -3.3731 -4.6898 2.7454
C17 -2.5466 -3.5983 2.5603
N3 -3.0244 -2.2376 2.3531
C18 -3.2835 -1.5320 3.5994
C19 -3.8639 -2.1154 4.7094
C20 -4.1999 -1.3412 5.8108
C21 -3.9443 0.0194 5.7804
C22 -3.3043 0.5967 4.6951
C23 -2.9424 -0.1714 3.5800
C24 -4.1624 -2.2000 1.4449
C25 -5.4815 -2.2746 1.8475
C26 -6.4965 -2.3467 0.9021
C27 -6.1657 -2.3656 -0.4411
C28 -4.8455 -2.2491 -0.8500
C29 -3.8135 -2.1210 0.0898
N4 -2.4820 -1.9016 -0.2135
C30 -2.2642 -1.5960 -1.6141
P3 -0.7409 -0.6863 -2.1056
C31 0.5830 -1.9716 -2.4284
C32 1.4851 -1.5213 -3.5783
C33 0.0972 -3.4082 -2.5812
C34 -1.2743 0.0232 -3.7355
C35 -1.9670 -0.9610 -4.6752
C36 -2.1405 1.2607 -3.4745
C37 -2.8714 2.9958 0.2728
C38 -3.8218 1.8031 0.0973
C39 -3.5347 4.1127 1.0741
H1 0.8883 5.3640 0.4195
H2 -0.8225 5.2463 0.0111
H3 0.3209 4.0746 -0.6529
H4 0.7849 3.2456 1.6788
H5 -1.4612 5.1467 2.5160
H6 0.2417 5.2705 2.9320
H7 -0.7133 3.9302 3.5556
H8 -2.3208 2.2818 3.0889
H9 -0.7158 1.5505 3.1305
H10 1.1233 -3.6857 1.2749
H11 1.4698 -3.1994 2.9384
H12 1.3540 0.3543 2.7243
H13 2.7792 -1.7590 4.4034
H14 1.0430 -1.4286 4.3325
H15 2.1520 -0.2220 4.9855
H16 4.3674 -0.1595 2.8802
H17 3.5033 1.2585 3.4636
H18 3.5786 0.9146 1.7269
H19 4.3401 -1.5124 0.8947
H20 3.5632 -3.8670 2.6960
H21 4.4550 -2.4144 3.1744
H22 5.1704 -3.5590 2.0519
H23 3.0109 -4.1508 0.1243
H24 4.5963 -3.5611 -0.3702
H25 3.1418 -2.7376 -0.9362
H26 0.4537 -5.1319 2.9147
H27 -1.0167 -7.0270 3.3685
H28 -3.4756 -6.7850 3.1850
H29 -4.4457 -4.5848 2.6561
H30 -4.0534 -3.1793 4.7236
H31 -4.6572 -1.8015 6.6757
H32 -4.2338 0.6422 6.6172
H33 -3.0923 1.6562 4.7329
H34 -5.7302 -2.2811 2.8992
H35 -7.5288 -2.4011 1.2191
H36 -6.9418 -2.4620 -1.1898
H37 -4.6306 -2.2736 -1.9090
H38 -3.0666 -0.9356 -1.9764
H39 -2.3106 -2.5106 -2.2165
H40 1.1780 -1.9270 -1.5114
H41 0.9772 -1.6048 -4.5397
H42 2.3825 -2.1409 -3.6187
H43 1.8045 -0.4838 -3.4446
H44 -0.5175 -3.5440 -3.4724
H45 -0.4742 -3.7249 -1.7066
H46 0.9633 -4.0679 -2.6681
H47 -0.3448 0.3670 -4.1967
H48 -2.9739 -1.1959 -4.3273
H49 -1.4127 -1.8946 -4.7768
H50 -2.0546 -0.5107 -5.6649
H51 -3.0934 0.9923 -3.0135
H52 -2.3627 1.7624 -4.4175
H53 -1.6291 1.9701 -2.8200
H54 -2.6201 3.3808 -0.7214
H55 -4.1904 1.4528 1.0606
H56 -3.3300 0.9586 -0.3943
H57 -4.6790 2.1040 -0.5076
H58 -3.6241 3.8609 2.1317
H59 -4.5445 4.2687 0.6902
H60 -2.9993 5.0556 0.9788
S1 2.9789 2.4140 -1.4515
C40 2.1935 1.4484 -0.5854

- 2S+1: 1
- F_max: 1.1 eV/Å
- HOMO-LUMO gap: 4.86 eV
- ΔE to the lowest compared entry with this formula, charge and spin: 0.0 kJ/mol
- Charge: +1


Formula: C40H60CrN2O2
Source: the Open Molecules 2025 dataset
Level of theory: ωB97M-V/def2-TZVPD

Cartesian coordinates (Å):
Cr1 1.0835 1.1083 -0.6480
C1 3.3802 2.1012 -2.2711
N1 1.9362 1.8021 -2.4202
C2 1.2730 3.0301 -2.8977
C3 1.7564 0.7233 -3.4247
C4 0.5317 -0.1073 -3.1029
N2 0.6117 -0.5503 -1.6886
C5 -0.6691 -1.1031 -1.1918
C6 -1.8645 -0.1900 -1.2513
C7 -3.0935 -0.8207 -1.2812
C8 -4.2819 -0.0980 -1.2685
C9 -4.1615 1.2789 -1.2962
C10 -2.9467 1.9814 -1.2889
C11 -1.7856 1.2088 -1.2103
O1 -0.5226 1.7736 -1.1710
C12 -3.1086 3.5125 -1.4025
C13 -1.8211 4.3306 -1.4595
C14 -3.9588 4.0502 -0.2363
C15 -3.8678 3.7999 -2.7147
C16 -5.6240 -0.8264 -1.2663
C17 -6.7999 0.1445 -1.1842
C18 -5.6879 -1.7686 -0.0571
C19 -5.7540 -1.6467 -2.5554
C20 1.6387 -1.6245 -1.5431
C21 2.1235 -1.8516 -0.1436
C22 2.0372 -3.0784 0.4909
C23 2.6466 -3.2677 1.7279
C24 3.3905 -2.2088 2.2377
C25 3.5278 -0.9533 1.6354
C26 2.8061 -0.7902 0.4559
O2 2.7044 0.4083 -0.2157
C27 4.4882 0.0435 2.3087
C28 4.8289 1.2891 1.4844
C29 5.8195 -0.6957 2.5604
C30 3.9288 0.4889 3.6674
C31 2.5594 -4.5749 2.5146
C32 1.7500 -5.6281 1.7624
C33 1.8778 -4.2999 3.8616
C34 3.9688 -5.1291 2.7626
H1 3.8168 2.3348 -3.2458
H2 3.8873 1.2553 -1.8261
H3 3.5011 2.9669 -1.6204
H4 1.7739 3.3877 -3.8014
H5 1.3203 3.8007 -2.1301
H6 0.2347 2.8190 -3.1078
H7 2.6600 0.1175 -3.4254
H8 1.6705 1.1479 -4.4291
H9 0.4584 -0.9694 -3.7739
H10 -0.3772 0.4774 -3.2168
H11 -0.4761 -1.4307 -0.1685
H12 -0.8933 -2.0066 -1.7703
H13 -3.1149 -1.9049 -1.3155
H14 -5.0639 1.8724 -1.3223
H15 -1.1658 4.1498 -0.6105
H16 -2.0946 5.3882 -1.4662
H17 -1.2675 4.1375 -2.3761
H18 -3.3477 4.2933 0.6288
H19 -4.7288 3.3471 0.0795
H20 -4.4573 4.9719 -0.5429
H21 -3.4042 3.2823 -3.5565
H22 -3.8471 4.8722 -2.9165
H23 -4.9148 3.5006 -2.6692
H24 -6.7586 0.7604 -0.2832
H25 -7.7327 -0.4201 -1.1560
H26 -6.8480 0.8076 -2.0500
H27 -5.5831 -1.2134 0.8774
H28 -4.9049 -2.5278 -0.0883
H29 -6.6481 -2.2865 -0.0372
H30 -5.7164 -1.0013 -3.4349
H31 -6.7047 -2.1825 -2.5694
H32 -4.9565 -2.3862 -2.6468
H33 2.4944 -1.3300 -2.1454
H34 1.2246 -2.5411 -1.9737
H35 1.5012 -3.8834 0.0023
H36 3.9090 -2.3635 3.1758
H37 5.3594 1.0324 0.5646
H38 5.4894 1.9202 2.0818
H39 3.9595 1.8787 1.2071
H40 6.1249 -1.2782 1.6904
H41 5.7635 -1.3693 3.4161
H42 6.6039 0.0315 2.7745
H43 3.1212 1.2146 3.5682
H44 4.7187 0.9613 4.2550
H45 3.5471 -0.3576 4.2399
H46 0.7195 -5.3084 1.5915
H47 1.7143 -6.5450 2.3517
H48 2.1976 -5.8756 0.7975
H49 0.8600 -3.9306 3.7193
H50 2.4248 -3.5587 4.4459
H51 1.8252 -5.2156 4.4533
H52 4.4962 -5.2957 1.8217
H53 3.9063 -6.0816 3.2912
H54 4.5715 -4.4536 3.3707
C35 0.9118 1.5300 1.7590
C36 0.2803 2.7718 1.8842
C37 -1.0894 2.8308 2.0291
C38 -1.8427 1.6569 2.0141
C39 -1.2224 0.4272 1.8714
C40 0.1678 0.3471 1.7611
H55 1.9902 1.4876 1.8245
H56 0.8732 3.6771 1.9223
H57 -1.5762 3.7821 2.1800
H58 -2.9185 1.7059 2.1201
H59 -1.8159 -0.4783 1.8785
H60 0.6710 -0.6125 1.7485

- 2S+1: 2
- F_max: 1.0 eV/Å
- HOMO-LUMO gap (alpha / beta): 7.40 / 8.11 eV
- ΔE to the lowest compared entry with this formula, charge and spin: 0.0 kJ/mol
- Charge: +1